98
Properties=species:S:1:pos:R:3:mulliken_charge:R:1 method="wB97M-V/def2-TZVPD" gap_ev=0.91 fmax_ev_per_a=5.15 total_charge=-1
H 0.51516 6.90794 -3.52364 0.3158
C -0.71988 3.93303 2.86302 -0.3779
H -0.12285 0.38910 -4.36590 0.4949
C -0.26653 6.43995 -2.92046 -1.3391
Rb -4.72804 -5.04715 -1.50386 0.8984
C 0.73560 -12.09830 -1.97425 -0.1360
C -0.58619 -3.49975 0.05803 -0.0842
H -2.23077 11.71049 3.46026 0.3680
H 5.39277 -8.36030 0.44883 0.2831
H -1.10161 8.53997 6.07213 0.2139
H 4.06042 -6.15580 0.46010 0.3724
H 0.70535 0.59034 -2.81517 -0.2570
S -2.65278 -2.98658 -1.78722 -0.5293
N -1.39423 9.07076 3.34293 -0.6301
N -2.43637 5.15228 5.36643 -0.8400
Cl -0.58627 -10.93474 -2.08837 -0.0766
B -0.91512 -8.44835 -6.48026 0.6537
H 3.17134 -8.20447 2.56134 0.2751
F -1.33471 -9.70252 -7.01877 -0.4267
H 3.32887 -0.87429 -5.11129 0.3652
H 1.03006 -3.98074 1.56884 0.3224
C -1.70619 -6.21570 0.98592 -0.8987
H 1.67968 -11.56467 -2.02106 0.1565
H -1.07842 6.13637 -3.58484 0.3527
Br -2.21983 4.70206 1.88985 -0.0782
C -2.99050 -0.14695 -1.67071 -0.4988
H 0.08096 -6.25397 2.33913 0.3055
C 4.63142 -8.81961 1.08467 -0.5135
C 1.44048 -1.08641 -4.02497 0.4952
H -1.12749 3.46414 3.75581 0.4991
C 0.92703 4.18847 -3.02689 -0.3681
O -2.23195 -8.37794 -2.98074 -0.8174
H 2.96581 0.50035 -4.05376 0.2496
H 0.80257 -2.37960 -1.04726 0.3528
Br 0.52302 5.29994 3.45733 0.0013
H -0.48784 11.53945 3.53868 0.2726
H 1.04033 5.62326 -1.43517 0.3681
N 2.94470 -10.15905 -0.39265 -0.3386
H -1.62161 8.11100 3.59530 0.1589
C 0.33092 -0.15578 -3.52649 -0.1179
H -0.46604 -0.71329 -3.03565 -0.2721
C -2.59329 1.24982 -1.33641 -0.7766
H 0.98223 -1.71143 -4.81832 0.1656
F -2.05672 -7.62344 -6.25357 -0.4161
H 5.15190 -9.51553 1.74816 0.2844
H 1.41063 10.84964 4.28609 0.2643
H -3.04218 5.88589 5.75327 0.5603
C 3.94048 -7.74840 1.93093 -0.4437
H -3.97893 -0.27255 -2.19148 0.2574
H -2.08879 -7.21613 1.32148 0.3606
C 2.52284 -0.24317 -4.72636 -1.4685
H -2.64964 9.82308 4.83092 0.3912
H -2.77652 4.23141 5.67056 0.5734
H -0.79786 10.20682 6.53525 0.4129
F -0.22344 -8.66489 -5.25693 -0.3748
H 0.65949 -12.62963 -1.02844 0.2765
F -0.04232 -7.80339 -7.40953 -0.4136
H 2.47063 10.14051 5.49859 0.2515
C -0.44463 0.25573 -0.27731 0.6157
F 0.77875 0.55051 0.37423 -0.4557
C -1.82471 -4.03967 -0.49757 1.6158
C 0.08382 -4.33746 1.09587 -0.4239
H 1.13843 11.18337 6.02761 0.3149
Cl 0.67396 -13.27524 -3.29938 -0.2021
H 4.68121 -7.30480 2.60310 0.3175
C -1.60619 9.92938 4.51389 0.3763
H -0.51860 4.81602 -1.53529 0.0049
N 0.06371 -2.25448 -0.31747 0.0144
Br 0.15841 2.54482 1.85226 -0.0118
H -0.97594 2.44670 -0.33729 -0.5283
H -1.27941 -8.42137 -2.89579 0.1823
C -2.41991 -5.41342 -0.02131 -0.9782
H 2.51409 -7.01854 0.45705 0.3901
C -0.84865 -1.18463 -0.64491 -0.3340
H -2.45093 5.20161 4.33497 -0.0727
H -3.41446 -5.84434 -0.43577 0.5391
H -3.23151 2.13056 -1.60351 0.3348
H -1.47366 5.29051 5.69980 0.4182
H 1.39920 3.43493 -2.39010 0.2445
C -2.13417 -1.31357 -1.33931 0.6426
C -0.72257 9.49915 5.70019 -0.5889
C -0.44041 -5.64831 1.54923 -0.4927
C 1.43923 10.43077 5.29367 -0.6985
N -0.77478 2.97281 -4.59341 -0.5012
H -1.39028 12.04168 4.97527 0.3537
C 0.28446 5.25551 -2.13566 -0.0773
C -1.40896 11.38431 4.10180 -1.4389
C -1.29720 1.41149 -0.61086 0.5493
H 1.72173 4.63808 -3.62792 0.4254
O 0.63637 9.26322 5.36616 -0.3374
H -0.39052 9.04028 3.16697 0.3478
O 1.99975 -1.68630 -2.94115 -0.9306
C 3.31390 -6.63756 1.09562 -1.0199
H 2.88271 -5.87439 1.74724 0.1512
C -0.03123 3.51750 -3.90595 0.2072
H -0.66210 7.19459 -2.23631 0.3817
C 3.68504 -9.57234 0.26002 0.2130
H 2.09619 0.30133 -5.58214 0.3715